Entry 1:
Computed, not measured: a structure of composition C29H48BrN3P2SZr in a non-equilibrium geometry, with ωB97M-V/def2-TZVPD.

Properties
HOMO-LUMO gap (spin up / spin down): 3.027 / 2.933 eV
Lowest unoccupied orbital energy (spin up / spin down): -15.595 / -15.624 eV
DFT total energy: -4998.3581 hartree
Molecular weight: 703.87 g/mol

Geometry as ORCA input:
```
! RIJCOSX wB97M-V def2-TZVPD def2/J DEFGRID3
* xyz 4 1
N -5.89 2.24 -3.30
C -5.75 2.63 -2.02
C -4.53 2.49 -1.34
C -3.42 1.92 -2.02
C -3.58 1.47 -3.33
C -4.86 1.68 -3.93
C -2.10 1.98 -1.31
Zr -0.49 0.48 -0.89
P 3.30 -0.45 -0.16
C -0.82 2.40 -1.88
C 0.10 3.09 -0.88
C 1.15 2.29 -0.35
C 1.84 2.83 0.80
C 1.89 4.24 1.02
C 0.88 5.01 0.42
C -0.11 4.38 -0.34
Br 3.20 4.98 2.08
H -2.31 2.50 -0.36
H -0.68 2.61 -2.95
H -4.43 2.85 -0.32
H -2.74 1.01 -3.87
H -6.63 3.09 -1.55
H -5.04 1.37 -4.97
H 1.61 1.53 -1.07
H -1.04 4.89 -0.63
H 2.39 2.14 1.45
H 0.83 6.09 0.57
P -1.32 -2.21 -0.96
C 4.22 1.12 -0.41
C 5.73 1.15 -0.81
H 4.16 1.67 0.53
H 3.58 1.64 -1.14
H 6.13 2.16 -0.67
H 6.32 0.49 -0.17
H 5.93 0.90 -1.86
C 2.50 -0.86 -1.71
C 3.56 -1.59 -2.57
H 2.20 0.07 -2.22
H 1.61 -1.51 -1.55
H 3.20 -1.75 -3.59
H 4.49 -1.01 -2.63
H 3.81 -2.56 -2.14
C 2.46 -1.08 1.35
C 3.47 -1.95 2.14
H 1.61 -1.71 1.02
H 2.06 -0.23 1.94
H 2.97 -2.56 2.89
H 4.00 -2.61 1.44
H 4.22 -1.35 2.66
C -1.07 -3.06 0.65
C -1.55 -4.50 0.88
H -1.53 -2.40 1.40
H 0.01 -3.02 0.82
H -2.62 -4.64 0.73
H -1.02 -5.22 0.25
H -1.33 -4.79 1.91
C -0.30 -3.27 -2.09
C -0.17 -2.65 -3.48
H -0.78 -4.26 -2.14
H 0.69 -3.37 -1.60
H -1.10 -2.72 -4.06
H 0.12 -1.59 -3.47
H 0.61 -3.17 -4.05
C -2.99 -2.82 -1.42
C -4.07 -1.89 -0.89
H -3.11 -3.84 -1.01
H -3.03 -2.87 -2.52
H -3.97 -0.88 -1.31
H -5.06 -2.26 -1.19
H -4.08 -1.80 0.21
S -1.70 0.63 1.17
C -0.80 0.60 2.73
N -0.02 1.61 3.18
C 0.34 1.64 4.61
C 0.67 0.22 5.07
C -0.49 -0.72 4.82
N -1.05 -0.47 3.48
H -0.03 2.46 2.64
H -0.52 2.01 5.21
H 1.18 2.33 4.74
H 0.84 0.23 6.15
H 1.58 -0.16 4.58
H -1.29 -0.57 5.56
H -0.19 -1.77 4.84
H -1.87 -1.00 3.19
*
```

=====

Entry 2:
Computed, not measured: the molecule C4H7NO in a non-equilibrium geometry, with ωB97M-V/def2-TZVPD.

Properties
HOMO-LUMO gap: 9.130 eV
Lowest unoccupied orbital energy: 0.648 eV
DFT total energy: -286.5558 hartree
Molecular weight: 85.11 g/mol
ΔE to the lowest compared entry with this formula, charge and spin: 47.61 kcal/mol

Geometry as ORCA input:
```
! RIJCOSX wB97M-V def2-TZVPD def2/J DEFGRID3
* xyz 0 1
C 2.21 -0.37 0.14
C 0.70 0.03 -0.12
N 0.45 1.29 -0.23
C -0.25 -1.02 -0.07
C -1.62 -0.63 -0.02
O -1.98 0.56 0.21
H 2.96 -0.08 -0.71
H 2.69 0.12 1.00
H 2.38 -1.47 0.33
H 1.29 1.92 0.21
H -0.47 1.48 -0.03
H -0.02 -2.09 -0.23
H -2.43 -1.47 -0.33
*
```

=====

Entry 3:
Computed, not measured: a cluster of 2 separate species, C32H44BrClNO14P3S2 in total in a non-equilibrium geometry, with ωB97M-V/def2-TZVPD.

Properties
HOMO-LUMO gap: 7.622 eV
Lowest unoccupied orbital energy: -1.011 eV
DFT total energy: -7208.3363 hartree
Molecular weight: 939.11 g/mol
ΔE to the lowest compared entry with this formula, charge and spin: 81.39 kcal/mol

Geometry as ORCA input:
```
! RIJCOSX wB97M-V def2-TZVPD def2/J DEFGRID3
* xyz 0 1
C -1.07 -6.42 -2.11
C -2.33 -5.53 -2.46
O -2.69 -4.84 -1.24
C -3.40 -3.62 -1.55
C -3.37 -2.75 -0.22
O -2.76 -1.46 -0.44
C -1.89 -1.14 0.59
C -2.35 -0.73 1.94
C -3.90 -0.61 2.16
C -4.33 0.80 1.52
C -4.99 0.67 0.09
S -3.95 1.44 -1.26
C -1.44 -0.39 3.02
C -2.02 0.07 4.40
O -2.67 1.36 4.14
N -1.72 2.34 3.93
O -1.88 2.89 2.90
C 0.03 -0.46 2.81
P 1.34 -0.06 4.14
O 0.88 -0.98 5.50
Cl 1.28 1.98 4.66
C 0.47 -0.85 1.48
C -0.46 -1.19 0.38
C 0.20 -1.55 -0.99
O -0.18 -2.47 -1.68
C 1.42 -0.65 -1.37
C 1.64 -0.13 -2.71
C 0.62 -0.52 -3.82
C 1.19 -1.64 -4.81
C 0.43 -1.46 -6.20
C 1.21 -0.52 -7.21
O 0.94 -1.04 -8.52
C 2.80 0.74 -2.90
C 3.00 1.33 -4.34
C 2.48 2.84 -4.43
C 1.30 3.14 -3.42
S 0.42 4.70 -3.87
C 3.73 1.10 -1.80
P 5.13 2.27 -2.19
P 7.03 1.58 -1.33
O 7.32 2.34 -0.09
O 7.06 -0.05 -1.01
O 8.22 2.03 -2.44
C 3.51 0.56 -0.46
Br 4.65 0.99 1.06
C 2.35 -0.31 -0.27
C 2.00 -0.90 1.14
O 2.83 -1.38 1.86
H -0.26 -6.24 -2.85
H -0.72 -6.14 -1.08
H -1.41 -7.49 -2.11
H -3.22 -6.17 -2.75
H -2.09 -4.81 -3.29
H -2.93 -3.06 -2.40
H -4.45 -3.95 -1.80
H -2.85 -3.37 0.56
H -4.45 -2.66 0.09
H -4.47 -1.44 1.67
H -4.18 -0.61 3.24
H -3.39 1.40 1.37
H -4.95 1.40 2.23
H -5.93 1.28 0.11
H -5.17 -0.40 -0.17
H -3.76 0.38 -2.11
H -2.86 -0.60 4.72
H -1.24 0.19 5.18
H 0.98 -0.45 6.31
H 0.46 0.39 -4.46
H -0.38 -0.81 -3.43
H 1.01 -2.67 -4.41
H 2.29 -1.48 -4.95
H 0.22 -2.45 -6.68
H -0.56 -0.97 -6.00
H 2.30 -0.52 -6.97
H 0.81 0.53 -7.12
H 1.40 -0.49 -9.18
H 4.07 1.22 -4.65
H 2.41 0.77 -5.11
H 2.13 2.99 -5.48
H 3.36 3.51 -4.27
H 0.59 2.28 -3.43
H 1.76 3.19 -2.40
H -0.73 4.65 -3.13
H 5.39 2.26 -3.60
H 7.90 -0.38 -1.41
H 7.95 2.94 -2.69
C -1.28 3.04 11.47
O -1.51 3.71 10.23
C -1.10 3.02 9.16
O -0.57 1.94 9.17
O -1.36 3.75 8.07
C -0.97 3.13 6.84
H -1.65 3.69 12.26
H -1.83 2.10 11.51
H -0.21 2.88 11.63
H -1.51 2.19 6.70
H 0.10 2.97 6.82
H -1.24 3.81 6.03
*
```

=====

Entry 4:
Computed, not measured: a structure of composition CaH2O in a non-equilibrium geometry, with ωB97M-V/def2-TZVPD.

Properties
HOMO-LUMO gap: 10.414 eV
Lowest unoccupied orbital energy: -11.390 eV
DFT total energy: -753.3793 hartree
Molecular weight: 58.09 g/mol
ΔE to the lowest compared entry with this formula, charge and spin: 10.09 kcal/mol

Geometry as ORCA input:
```
! RIJCOSX wB97M-V def2-TZVPD def2/J DEFGRID3
* xyz 2 1
O -0.33 -0.20 0.11
H -1.03 0.49 0.15
H -0.83 -1.04 0.00
Ca 2.19 0.75 -0.26
*
```

=====

Entry 5:
Computed, not measured: the ion C9H13ClNSi with charge +1 in a non-equilibrium geometry, with ωB97M-V/def2-TZVPD.

Properties
HOMO-LUMO gap: 9.398 eV
Lowest unoccupied orbital energy: -3.135 eV
DFT total energy: -1154.9097 hartree
Molecular weight: 198.75 g/mol
ΔE to the lowest compared entry with this formula, charge and spin: 45.37 kcal/mol

Geometry as ORCA input:
```
! RIJCOSX wB97M-V def2-TZVPD def2/J DEFGRID3
* xyz 1 1
C 1.73 -2.21 -1.26
C 1.32 -0.96 -1.56
Si 0.63 0.64 -0.34
Cl 1.50 2.29 -1.02
C 1.60 -0.07 1.22
N 2.98 -0.43 0.58
C -1.20 0.63 -0.14
C -1.93 -0.06 0.79
C -3.31 0.04 0.78
C -3.96 0.71 -0.26
C -3.24 1.49 -1.13
C -1.84 1.44 -1.10
H 2.17 -2.95 -1.90
H 1.29 -2.80 -0.39
H 1.73 -0.62 -2.48
H 1.73 0.42 2.21
H 1.25 -1.15 1.36
H 2.59 -1.00 -0.28
H 3.72 -0.72 1.30
H 3.30 0.38 0.06
H -1.43 -0.88 1.33
H -3.80 -0.35 1.62
H -4.97 0.75 -0.23
H -3.77 2.05 -1.86
H -1.29 2.04 -1.90
*
```

=====

Entry 6:
Computed, not measured: a cluster of 3 separate species, C12H22NO11P in total in a non-equilibrium geometry, with ωB97M-V/def2-TZVPD.

Properties
HOMO-LUMO gap: 9.232 eV
Lowest unoccupied orbital energy: -0.050 eV
DFT total energy: -1694.1238 hartree
Molecular weight: 387.28 g/mol

Geometry as ORCA input:
```
! RIJCOSX wB97M-V def2-TZVPD def2/J DEFGRID3
* xyz 0 1
C -2.62 -3.28 2.09
C -2.05 -2.87 3.43
C -0.56 -2.71 3.44
O -0.24 -2.96 4.79
C -1.21 -3.79 5.28
O -1.15 -4.36 6.35
O -2.25 -3.89 4.40
H -3.66 -3.61 2.20
H -2.58 -2.46 1.37
H -2.07 -4.13 1.67
H -2.56 -1.97 3.79
H -0.25 -1.71 3.14
H -0.04 -3.45 2.82
C 5.16 0.16 -1.33
C 4.84 1.26 -0.34
C 4.16 0.78 0.91
O 3.43 1.92 1.32
C 3.17 2.64 0.19
O 2.40 3.59 0.13
O 3.88 2.16 -0.88
H 5.43 0.59 -2.30
H 5.98 -0.46 -0.97
H 4.29 -0.48 -1.51
H 5.74 1.84 -0.11
H 4.86 0.47 1.68
H 3.44 -0.03 0.73
C -0.25 3.00 -2.18
C 0.21 1.43 -2.52
O 0.03 0.68 -1.26
C -0.75 -0.55 -1.44
O -1.54 -0.78 -0.19
C -2.89 -0.30 -0.52
O -3.82 -1.20 -0.85
O -3.29 1.12 -0.50
P -4.12 1.58 -1.96
N -3.07 1.41 -3.40
O -4.43 3.31 -1.79
H 0.29 3.25 -1.16
H 0.00 3.74 -3.04
H -1.42 2.92 -1.95
H -0.44 1.03 -3.42
H 1.37 1.38 -2.77
H 0.04 -1.43 -1.59
H -1.54 -0.49 -2.31
H -3.39 0.63 -4.01
H -2.98 2.30 -3.94
H -3.53 3.67 -1.50
*
```

=====

Entry 7:
Computed, not measured: a cluster of 2 separate species, C5H14NO in total in a non-equilibrium geometry, with ωB97M-V/def2-TZVPD.

Properties
HOMO-LUMO gap (spin up / spin down): 3.229 / 7.414 eV
Lowest unoccupied orbital energy (spin up / spin down): 0.226 / 0.105 eV
DFT total energy: -328.7047 hartree
Molecular weight: 104.17 g/mol
ΔE to the lowest compared entry with this formula, charge and spin: 83.08 kcal/mol

Geometry as ORCA input:
```
! RIJCOSX wB97M-V def2-TZVPD def2/J DEFGRID3
* xyz 0 2
C 0.50 -0.70 1.06
C 0.85 0.87 1.45
C -0.36 1.86 0.99
C 0.79 1.78 -1.39
C -0.31 2.06 -0.57
N -0.36 -0.76 -0.20
H 1.39 -1.31 0.96
H -0.15 -1.25 1.89
H 1.84 0.94 1.09
H 1.02 0.89 2.49
H -1.37 1.40 1.35
H -0.31 2.86 1.46
H 1.72 1.59 -0.94
H 0.72 1.92 -2.39
H -1.19 2.71 -0.86
H -1.28 -0.39 0.01
H -0.32 -1.71 -0.54
H 0.06 -0.15 -0.93
H -1.62 -4.11 -1.25
H -0.17 -4.24 -1.42
O -0.83 -3.63 -1.10
*
```

=====

Entry 8:
Computed, not measured: a structure of composition C14H18N3Ni, with ωB97M-V/def2-TZVPD.

Properties
HOMO-LUMO gap (spin up / spin down): 8.608 / 8.027 eV
Lowest unoccupied orbital energy (spin up / spin down): -2.719 / -3.323 eV
DFT total energy: -2216.6671 hartree
Molecular weight: 287.01 g/mol

Geometry as ORCA input:
```
! RIJCOSX wB97M-V def2-TZVPD def2/J DEFGRID3
* xyz 1 3
Ni 0.34 0.54 0.76
C -1.87 -2.83 -0.84
C -0.93 -3.34 -1.73
C 0.29 -2.72 -1.87
C 0.58 -1.59 -1.11
N -0.33 -1.11 -0.24
C -1.52 -1.72 -0.11
C 1.84 -0.81 -1.19
C 2.90 -1.19 -2.01
C 4.04 -0.40 -2.05
C 4.12 0.75 -1.28
C 3.06 1.11 -0.46
C 1.90 0.34 -0.39
H -2.84 -3.29 -0.71
H -1.16 -4.22 -2.32
H 1.02 -3.10 -2.56
H -2.20 -1.28 0.60
H 2.86 -2.08 -2.61
H 4.87 -0.69 -2.68
H 5.01 1.36 -1.31
H 3.15 2.02 0.14
N -0.60 0.50 2.66
C -2.02 0.93 2.73
C -2.28 2.23 1.99
C -2.23 2.15 0.47
N -0.85 2.01 -0.05
H -0.50 -0.44 3.03
H -0.06 1.09 3.29
H -2.33 1.03 3.77
H -2.62 0.13 2.29
H -1.60 3.01 2.35
H -3.28 2.57 2.27
H -2.70 3.04 0.05
H -2.80 1.29 0.13
H -0.36 2.90 0.03
H -0.88 1.81 -1.04
*
```

=====

Entry 9:
Computed, not measured: the molecule C4H8N2O2 in a non-equilibrium geometry, with ωB97M-V/def2-TZVPD.

Properties
HOMO-LUMO gap: 9.733 eV
Lowest unoccupied orbital energy: 0.843 eV
DFT total energy: -417.1533 hartree
Molecular weight: 116.12 g/mol
ΔE to the lowest compared entry with this formula, charge and spin: 64.39 kcal/mol

Geometry as ORCA input:
```
! RIJCOSX wB97M-V def2-TZVPD def2/J DEFGRID3
* xyz 0 1
C -2.24 -0.48 0.70
C -1.09 -0.01 0.22
N 0.20 -0.37 0.70
C 0.84 -1.62 0.32
O -0.91 0.87 -0.78
C 0.47 1.54 -0.32
N 1.29 1.46 -1.42
O 0.52 2.42 0.50
H -3.17 0.03 0.45
H -2.26 -1.33 1.37
H 0.59 0.09 1.52
H 0.34 -2.09 -0.53
H 0.82 -2.33 1.14
H 1.87 -1.43 -0.02
H 0.96 0.92 -2.21
H 1.77 2.33 -1.63
*
```

=====

Entry 10:
Computed, not measured: a structure of composition C5H9NO, with ωB97M-V/def2-TZVPD.

Properties
HOMO-LUMO gap: 9.489 eV
Lowest unoccupied orbital energy: 0.788 eV
DFT total energy: -325.7737 hartree
Molecular weight: 99.13 g/mol
ΔE to the lowest compared entry with this formula, charge and spin: 102.81 kcal/mol

Geometry as ORCA input:
```
! RIJCOSX wB97M-V def2-TZVPD def2/J DEFGRID3
* xyz 0 1
C -1.33 -0.61 -1.35
C 0.03 -0.57 -0.67
C 0.89 0.69 -0.62
N 1.46 0.37 0.71
C 0.67 0.92 1.65
C 0.07 -0.84 0.84
O 0.07 -1.82 1.54
H -2.02 0.14 -0.94
H -1.79 -1.60 -1.25
H -1.21 -0.40 -2.42
H 0.65 -1.38 -1.05
H 1.66 0.74 -1.40
H 0.30 1.62 -0.64
H -0.57 0.23 1.37
H 0.83 0.57 2.67
H 0.28 1.94 1.55
*
```

=====

Entry 11:
Computed, not measured: a cluster of 3 separate species, C16H41BNO10P3 in total in a non-equilibrium geometry, with ωB97M-V/def2-TZVPD.

Properties
HOMO-LUMO gap: 7.024 eV
Lowest unoccupied orbital energy: 0.296 eV
DFT total energy: -2490.4253 hartree
Molecular weight: 511.23 g/mol
ΔE to the lowest compared entry with this formula, charge and spin: 0.00 kcal/mol

Geometry as ORCA input:
```
! RIJCOSX wB97M-V def2-TZVPD def2/J DEFGRID3
* xyz 0 1
C -1.76 -4.36 0.83
B -0.88 -5.67 0.91
N 0.00 -6.01 1.95
C -0.04 -5.45 3.10
C 0.88 -4.30 3.38
C -1.00 -5.90 4.15
P -1.11 -6.88 -0.62
O -1.06 -8.45 -0.07
O 0.17 -6.70 -1.67
H -1.54 -3.61 1.59
H -2.81 -4.66 0.86
H -1.62 -3.94 -0.17
H 1.54 -4.49 4.23
H 1.51 -4.13 2.51
H 0.28 -3.41 3.56
H -0.54 -6.67 4.78
H -1.86 -6.35 3.66
H -1.36 -5.09 4.78
H -1.51 -8.43 0.79
H 0.37 -5.76 -1.75
C 1.62 -1.58 -2.38
C 2.83 -2.24 -1.74
O 3.68 -1.30 -1.07
P 3.16 -0.58 0.29
O 3.09 -1.64 1.32
O 4.53 0.20 0.70
C 5.15 0.02 1.97
C 6.29 -0.97 1.86
O 2.51 0.71 -0.41
C 2.79 2.07 -0.04
C 3.88 2.65 -0.91
H 0.95 -1.17 -1.62
H 1.06 -2.30 -2.98
H 1.93 -0.75 -3.02
H 2.52 -3.01 -1.03
H 3.44 -2.71 -2.51
H 4.44 -0.29 2.73
H 5.54 0.99 2.28
H 5.97 -1.91 1.41
H 6.72 -1.19 2.85
H 7.09 -0.57 1.23
H 3.03 2.16 1.02
H 1.87 2.64 -0.20
H 4.77 2.02 -0.93
H 4.16 3.64 -0.56
H 3.53 2.73 -1.95
C -1.38 1.82 -2.63
C -0.81 3.02 -1.89
O -1.79 4.05 -1.70
P -3.01 3.79 -0.66
O -2.41 3.75 0.69
O -3.70 5.27 -0.66
C -3.89 6.02 0.54
C -2.78 7.04 0.72
O -4.05 3.20 -1.74
C -5.40 3.68 -1.92
C -5.45 4.71 -3.02
H -2.13 1.31 -2.03
H -0.59 1.11 -2.86
H -1.86 2.13 -3.56
H -0.40 2.72 -0.93
H -0.01 3.46 -2.48
H -3.98 5.37 1.41
H -4.85 6.54 0.44
H -1.80 6.57 0.66
H -2.88 7.54 1.68
H -2.83 7.79 -0.07
H -5.81 4.06 -0.99
H -6.00 2.82 -2.20
H -4.73 5.51 -2.87
H -6.45 5.14 -3.09
H -5.21 4.25 -3.98
*
```

=====

Entry 12:
Computed, not measured: the molecule F2H2N2 in a non-equilibrium geometry, with ωB97M-V/def2-TZVPD.

Properties
HOMO-LUMO gap: 12.382 eV
Lowest unoccupied orbital energy: 1.321 eV
DFT total energy: -310.2522 hartree
Molecular weight: 68.03 g/mol
ΔE to the lowest compared entry with this formula, charge and spin: 54.06 kcal/mol

Geometry as ORCA input:
```
! RIJCOSX wB97M-V def2-TZVPD def2/J DEFGRID3
* xyz 0 1
F -1.39 -0.76 -0.20
N -0.77 0.43 0.19
N 0.81 0.49 -0.21
F 1.37 -0.69 0.24
H -0.80 0.17 1.20
H 0.79 0.36 -1.22
*
```